ORCA calculation (ωB97M-V/def2-TZVPD) on a single C23H26N4O5S molecule.

Structure (XYZ):
```
59
Properties=species:S:1:pos:R:3
S -3.01 1.47 0.15
O 3.15 -2.19 2.08
O -3.79 2.25 1.06
O 4.68 -0.05 1.31
O -2.96 1.86 -1.24
O -1.50 -2.39 -0.69
N 1.26 -1.00 1.68
N 2.82 1.23 1.12
N -3.52 -0.08 0.20
N -1.28 -0.39 -1.77
C 0.45 -2.17 1.97
C 1.98 1.17 -2.36
C -4.30 -2.19 -0.52
C 2.37 -1.11 -1.72
C 3.65 2.38 0.83
C 3.30 -2.25 -1.45
C 1.00 -1.30 -1.64
C 2.62 -1.15 1.74
C 3.47 0.04 1.37
C 2.87 0.15 -2.08
C 0.66 0.18 1.30
C 0.11 -0.26 -1.89
C 1.45 1.32 1.04
C -0.54 2.56 0.47
C 4.35 0.37 -2.19
C -3.45 -0.99 -0.94
C 0.61 0.98 -2.27
C -0.72 0.26 1.14
C -4.27 -0.65 1.31
C -1.30 1.43 0.68
C -4.26 -2.15 1.01
C -1.97 -1.36 -1.13
C 0.83 2.51 0.66
H 2.74 -3.14 -1.16
H 3.49 2.72 -0.20
H 0.61 -2.27 -1.37
H 4.57 1.40 -2.47
H 3.43 3.19 1.53
H 3.88 -2.48 -2.34
H -3.89 -3.11 -0.91
H 4.69 2.07 0.95
H 4.84 0.16 -1.24
H -5.10 -2.66 1.47
H 4.78 -0.29 -2.93
H -1.80 0.46 -1.99
H 3.99 -2.00 -0.65
H -1.34 -0.59 1.32
H -5.29 -0.25 1.33
H -3.33 -2.60 1.36
H 2.35 2.14 -2.66
H -3.78 -0.39 2.26
H 1.41 3.40 0.49
H -5.33 -2.07 -0.88
H -1.02 3.46 0.12
H -3.83 -0.49 -1.84
H 1.14 -2.98 2.22
H -0.21 -1.98 2.81
H -0.07 1.79 -2.48
H -0.14 -2.46 1.09
```

## Properties
E_HOMO	-8.299	eV
total charge	0
SMILES	Cc1ccc(NC(=O)[C@H]2CCCN2S(=O)(=O)c2ccc3c(c2)n(C)c(=O)c(=O)n3C)cc1C
energy above the lowest of the compared OMol25 structures with the same formula, charge and spin	0.780	eV
LUMO	0.00678	hartree